Entry 1:
Below is 2 unconnected molecules or ions with the total composition C8H9ClNO3P in a non-equilibrium geometry, with properties calculated with ωB97M-V/def2-TZVPD.

```
! RIJCOSX wB97M-V def2-TZVPD def2/J DEFGRID3
* xyz 0 1
Cl -2.59 0.33 1.80
P -3.09 -0.77 0.16
O -4.90 0.38 -1.28
O -3.56 1.91 -0.59
O -4.09 -1.83 0.45
N -4.01 0.79 -0.58
C -0.08 -2.49 -0.10
C -0.13 -1.22 -0.84
C 0.28 0.26 0.99
C -0.13 1.26 -1.20
C 0.38 2.66 0.67
C -0.02 0.11 -0.38
C -0.05 2.55 -0.65
C 0.54 1.52 1.45
H -0.27 -3.39 -0.63
H -0.08 -1.50 -1.85
H 0.61 3.67 1.17
H -0.67 -2.36 0.76
H 0.49 -0.45 1.75
H -0.24 3.24 -1.42
H 0.99 1.76 2.48
H 0.90 -2.83 0.19
H -0.26 0.99 -2.20
*
```

Summary:
energy above the lowest of the compared OMol25 structures with the same formula, charge and spin: 71.2 kcal/mol
HOMO energy (alpha / beta): -0.2964 / -0.2949 hartree



Entry 2:
Below is a molecular structure, C8H9ClO3Sn in a non-equilibrium geometry, with properties calculated with ωB97M-V/def2-TZVPD.

```
! RIJCOSX wB97M-V def2-TZVPD def2/J DEFGRID3
* xyz 2 1
Sn 0.20 0.04 0.52
Cl 1.18 -0.54 2.54
O -2.14 -2.10 1.81
O 2.03 -1.23 -0.37
O -1.67 -1.18 -2.74
C -0.64 2.26 -0.85
C 0.49 2.28 1.18
C 2.92 1.86 0.30
C -0.82 2.37 0.57
C 1.46 2.07 0.12
C -1.51 -1.34 1.22
C 0.73 2.07 -1.13
C -1.04 -0.69 -1.92
H 1.20 1.96 -2.09
H 3.16 1.41 1.27
H 3.45 2.83 0.26
H -1.75 2.48 1.10
H 3.39 1.22 -0.46
H 1.58 -2.09 -0.19
H 2.03 -1.18 -1.36
H -1.43 2.29 -1.58
H 0.73 2.25 2.22
*
```

Summary:
HOMO energy (alpha / beta): -0.6266 / -0.6229 hartree



Entry 3:
Below is a single C8H9F2I molecule in a non-equilibrium geometry, with properties calculated with ωB97M-V/def2-TZVPD.

```
! RIJCOSX wB97M-V def2-TZVPD def2/J DEFGRID3
* xyz 0 1
I 4.03 -0.21 -0.05
F -2.95 -0.14 0.34
F 2.37 -0.03 -2.35
C -1.15 1.41 -0.09
C 0.97 -0.55 -0.70
C -1.95 2.44 -0.82
C 2.23 -0.26 -1.04
C -1.63 0.21 0.32
C 1.25 -2.12 1.24
C 0.40 -1.11 0.49
C -0.78 -0.72 1.03
H 0.92 -2.45 2.23
H 0.15 -0.23 -1.48
H -1.80 3.34 -0.24
H -0.11 1.62 0.01
H -1.42 2.62 -1.86
H -3.04 2.09 -1.05
H 2.37 -1.70 1.37
H 1.28 -3.05 0.83
H -1.14 -1.16 1.84
*
```

Summary:
structure (SMILES): C/C=C(F)/C=C(C)\C=C(\F)I
energy above the lowest of the compared OMol25 structures with the same formula, charge and spin: 24.4 kcal/mol
HOMO energy: -0.3047 hartree



Entry 4:
Below is a molecular structure, C8H9F3N2OS in a non-equilibrium geometry, with properties calculated with ωB97M-V/def2-TZVPD.

```
! RIJCOSX wB97M-V def2-TZVPD def2/J DEFGRID3
* xyz 0 1
S -1.21 0.35 2.97
F 1.38 5.17 0.41
F 0.18 3.49 -0.26
F 2.35 3.36 -0.26
O -0.73 -0.88 3.51
N -1.82 0.01 0.76
N -0.17 1.52 2.73
C -0.13 -1.63 0.52
C 1.21 -1.70 -1.51
C 1.25 3.82 0.38
C 0.91 -2.13 -0.25
C -0.80 -0.53 -0.08
C -0.44 -0.09 -1.32
C -2.92 0.34 0.25
C 0.52 -0.67 -2.12
H 0.76 1.29 2.93
H -3.70 0.82 0.78
H 1.23 -3.08 0.30
H -1.12 0.73 -1.78
H 0.77 -0.24 -3.11
H -0.38 -1.96 1.42
H 1.87 -2.26 -2.06
H -3.17 0.43 -0.94
H 1.28 3.37 1.38
*
```

Summary:
energy above the lowest of the compared OMol25 structures with the same formula, charge and spin: 36.7 kcal/mol
HOMO energy: -0.3439 hartree



Entry 5:
Below is a single C8H9FN2O2 molecule, with properties calculated with ωB97M-V/def2-TZVPD.

```
! RIJCOSX wB97M-V def2-TZVPD def2/J DEFGRID3
* xyz 0 1
F -1.00 -2.97 -0.98
O 2.01 -0.46 0.36
O 1.39 1.37 3.30
N 2.01 2.07 1.22
N 1.47 -0.13 1.63
C -1.25 -1.64 -0.98
C -2.77 0.16 -1.29
C -2.52 -1.20 -1.29
C -0.48 0.60 -0.70
C -0.21 -0.76 -0.68
C 1.65 1.13 2.14
C -1.76 1.06 -1.00
C 1.16 -1.32 -0.36
H -3.76 0.52 -1.53
H 0.30 1.30 -0.46
H -1.95 2.12 -1.00
H 1.71 -1.52 -1.29
H -3.29 -1.92 -1.52
H 2.48 1.76 0.38
H 1.04 -2.27 0.18
H 2.25 2.98 1.58
H 1.50 -0.89 2.29
*
```

Summary:
structure (SMILES): NC(=O)NOCc1ccccc1F
energy above the lowest of the compared OMol25 structures with the same formula, charge and spin: 0.0 kcal/mol
HOMO energy: -0.3455 hartree



Entry 6:
Below is a gas-phase ion, C8H9FN3S (charge +1) in a non-equilibrium geometry, with properties calculated with ωB97M-V/def2-TZVPD.

```
! RIJCOSX wB97M-V def2-TZVPD def2/J DEFGRID3
* xyz 1 1
S -2.55 -1.07 -0.69
F -0.14 1.68 0.87
N 0.72 -0.95 1.66
N 2.19 -0.18 -2.01
N 0.24 0.26 -0.88
C -0.58 0.65 0.15
C 1.59 0.24 -0.90
C 2.34 0.45 0.32
C -4.04 -0.96 0.11
C -4.05 -0.01 1.09
C -1.90 0.23 0.28
C 1.86 -0.64 1.40
C -2.85 0.68 1.20
H 1.66 -0.45 -2.83
H 3.19 -0.13 -2.10
H -4.85 -1.61 -0.18
H -0.25 -0.19 -1.65
H 2.74 -1.04 1.90
H -4.90 0.18 1.72
H 3.41 0.34 0.15
H -2.65 1.47 1.91
H 2.14 1.39 0.83
*
```

Summary:
energy above the lowest of the compared OMol25 structures with the same formula, charge and spin: 33.5 kcal/mol
HOMO energy (alpha / beta): -0.3948 / -0.4594 hartree



Entry 7:
Below is a molecular structure, C8H9GaNO5 in a non-equilibrium geometry, with properties calculated with ωB97M-V/def2-TZVPD.

```
! RIJCOSX wB97M-V def2-TZVPD def2/J DEFGRID3
* xyz 3 1
Ga 0.13 -0.33 -0.04
O -2.47 -2.03 0.14
O -0.02 -0.02 -3.70
O 0.22 0.64 1.92
O 3.14 -1.04 -0.17
O -0.70 3.38 -0.21
N 0.67 0.83 4.08
C 0.33 2.22 3.91
C 0.95 -1.40 3.04
C -1.53 -1.36 0.07
C 0.60 0.04 3.00
C -0.49 2.28 -0.43
C 1.11 0.36 5.40
C 0.00 -0.08 -2.56
C 2.02 -0.74 -0.16
H -0.71 2.34 3.56
H 1.83 -1.61 2.42
H 0.10 -2.01 2.67
H 0.47 -0.46 5.75
H 0.44 2.70 4.89
H 1.03 1.20 6.08
H 2.15 0.00 5.37
H 1.00 2.72 3.19
H 1.17 -1.73 4.07
*
```

Summary:
HOMO energy: -0.7562 hartree



Entry 8:
Below is a gas-phase ion, C8H9INO3S (charge -1) in a non-equilibrium geometry, with properties calculated with ωB97M-V/def2-TZVPD.

```
! RIJCOSX wB97M-V def2-TZVPD def2/J DEFGRID3
* xyz -1 1
I -3.33 0.25 -0.32
S -0.59 1.19 1.58
O 2.10 -0.88 0.28
O 0.86 3.38 -2.05
O 1.89 -1.83 -1.74
N 0.93 1.43 -0.72
C 0.97 0.29 -1.43
C -0.81 -0.60 1.17
C -1.40 -2.08 -0.85
C 1.04 3.14 0.47
C 0.92 2.77 -1.00
C -1.48 -0.78 -0.13
C 1.72 -0.94 -0.91
C 0.97 1.62 0.72
H 1.98 3.61 0.73
H 0.19 -1.04 1.16
H 0.20 3.70 0.88
H -0.36 -2.37 -0.95
H -1.83 -1.99 -1.85
H -1.93 -2.89 -0.32
H 0.83 0.39 -2.50
H -1.37 -0.98 2.04
H 1.80 1.11 1.20
*
```

Summary:
energy above the lowest of the compared OMol25 structures with the same formula, charge and spin: 0.0 kcal/mol
HOMO energy (alpha / beta): -0.1737 / -0.1345 hartree



Entry 9:
Below is a molecular structure, C8H9IrN2O5S in a non-equilibrium geometry, with properties calculated with ωB97M-V/def2-TZVPD.

```
! RIJCOSX wB97M-V def2-TZVPD def2/J DEFGRID3
* xyz 3 6
Ir -1.18 -2.20 -0.19
S 0.39 -1.10 1.40
O -3.99 -1.16 0.50
O -0.30 0.15 -2.02
O 4.33 -1.08 -2.54
O -1.17 -4.22 -2.55
O -1.49 -4.59 1.82
N 1.42 1.10 0.43
N -0.65 1.34 1.54
C -1.33 -3.68 1.13
C -1.13 2.68 1.17
C -2.95 -1.56 0.17
C -0.62 -0.74 -1.36
C -1.22 -3.45 -1.68
C 1.68 2.47 -0.01
C 3.30 -1.53 -2.31
C 0.36 0.62 1.07
H 0.98 2.77 -0.81
H -1.55 3.14 2.07
H -0.31 3.30 0.80
H 2.11 0.38 0.19
H -1.91 2.61 0.41
H -1.31 0.77 2.09
H 1.63 3.16 0.84
H 2.23 -1.66 -1.75
H 2.69 2.50 -0.42
*
```

Summary:
expectation value of S²: 8.781
energy above the lowest of the compared OMol25 structures with the same formula, charge and spin: 0.0 kcal/mol
HOMO energy (alpha / beta): -0.5885 / -0.8235 hartree



Entry 10:
Below is a single C8H9N molecule in a non-equilibrium geometry, with properties calculated with ωB97M-V/def2-TZVPD.

```
! RIJCOSX wB97M-V def2-TZVPD def2/J DEFGRID3
* xyz 0 1
N 1.48 1.92 0.94
C -0.31 -1.09 -0.16
C -0.37 0.39 -0.02
C -1.47 0.77 -0.94
C 1.12 0.71 0.33
C 1.47 -0.76 1.03
C -1.26 -1.58 -1.08
C -1.97 -0.37 -1.52
C 0.71 -1.77 0.66
H 2.43 -0.65 1.70
H -3.13 -0.06 -1.96
H 1.63 0.95 -0.65
H 0.77 -2.73 0.82
H -1.01 0.55 1.02
H -1.76 -2.67 -1.11
H 1.42 2.74 0.41
H -2.24 1.63 -0.96
H 2.49 2.02 1.47
*
```

Summary:
structure (SMILES): N[C@H]1C=CC2=CC=C[C@@H]21
energy above the lowest of the compared OMol25 structures with the same formula, charge and spin: 118.9 kcal/mol
HOMO energy: -0.2883 hartree



Entry 11:
Below is 2 unconnected molecules or ions with the total composition C8H9N2O in a non-equilibrium geometry, with properties calculated with ωB97M-V/def2-TZVPD.

```
! RIJCOSX wB97M-V def2-TZVPD def2/J DEFGRID3
* xyz 1 3
O -3.81 -1.27 -0.28
N -2.37 0.55 0.03
N -1.40 -0.11 -0.28
C 1.83 -1.11 -0.17
C 3.43 1.09 -0.13
C -4.54 0.96 0.44
C 4.00 -0.15 0.15
C 1.47 0.16 -0.33
C 3.23 -1.30 0.16
C 2.10 1.35 -0.41
C -3.65 0.05 -0.04
H -5.57 0.80 0.30
H -1.48 -1.02 -0.60
H 5.08 -0.35 0.39
H 1.09 -1.98 -0.21
H 3.72 -2.21 0.34
H 4.16 1.84 0.01
H -4.63 -1.54 0.22
H -4.22 1.88 0.92
H 1.56 2.38 -0.50
*
```

Summary:
expectation value of S²: 2.021
energy above the lowest of the compared OMol25 structures with the same formula, charge and spin: 82.7 kcal/mol
HOMO energy (alpha / beta): -0.4640 / -0.4504 hartree